Molecular formula: C5H7NO
Method: DFT, ωB97M-V/def2-TZVPD

- SMILES = C[C@]12N[C@H]1CC2=O
- total charge = 0
- orbital gap (eV) = 10.13
- max |F| (eV Å⁻¹) = 3.069
- energy relative to the best compared isomer or geometry (same formula, charge and spin) (kJ/mol) = 364.2

Bonds (Å) are listed after each position.
Positions of all 14 atoms, in Å:
1 O 0.475 1.555 -1.492  C5 1.207
2 N 0.211 -0.740 1.320  C4 1.398, C6 1.479, H14 1.020
3 C 0.889 -1.399 -1.097  C6 1.494, H8 1.093, H9 1.090, H13 1.097
4 C -0.954 -0.304 0.683  N2 1.398, C6 1.485, C7 1.766, H11 1.049
5 C 0.184 1.032 -0.443  O1 1.207, C6 1.507, C7 1.486
6 C 0.285 -0.438 -0.126  N2 1.479, C3 1.494, C4 1.485, C5 1.507
7 C -0.815 1.453 0.574  C4 1.766, C5 1.486, H10 1.114, H12 1.085
8 H 0.470 -1.235 -2.092  C3 1.093
9 H 0.729 -2.432 -0.787  C3 1.090
10 H -1.529 2.213 0.182  C7 1.114
11 H -1.972 -0.117 0.853  C4 1.049
12 H -0.544 1.699 1.595  C7 1.085
13 H 1.969 -1.209 -1.159  C3 1.097
14 H 0.604 -0.077 1.988  N2 1.020